Record 1
56
Properties=species:S:1:pos:R:3:forces:R:3 method="wB97M-V/def2-TZVPD" e_lumo_ev="-8.035 / -8.545" gap_ev="6.36 / 5.86" total_charge=+2
Pb 0.879 -0.882 0.597 0.02 -0.16 -0.37
C 2.721 3.599 0.993 -0.06 0.06 -0.09
C 2.305 2.184 1.222 0.32 0.51 -0.73
N 2.219 1.360 0.244 -1.16 -0.67 0.64
N 2.542 1.482 -0.992 2.22 1.09 0.52
C 1.822 0.847 -1.924 -1.43 -0.82 -1.10
O 0.903 0.038 -1.636 0.11 0.14 0.34
C 2.181 1.145 -3.311 0.07 0.10 -0.01
C 1.170 1.317 -4.262 -0.02 -0.11 0.14
C 1.501 1.551 -5.580 0.07 0.06 0.00
C 2.838 1.571 -5.966 -0.06 -0.06 0.18
C 3.845 1.393 -5.024 0.06 0.05 -0.10
C 3.527 1.215 -3.693 -0.23 -0.01 0.14
C 1.882 1.707 2.542 -0.15 -0.27 0.97
C 2.277 2.333 3.725 0.03 -0.10 -0.44
C 1.767 1.901 4.940 -0.24 -0.32 -0.13
C 0.863 0.848 4.946 0.20 0.22 -0.06
C 0.553 0.245 3.738 0.02 0.01 0.08
N 1.048 0.648 2.573 -0.02 0.27 -0.04
H 2.151 4.017 0.164 -0.01 0.02 0.01
H 3.770 3.622 0.693 0.10 -0.01 0.00
H 2.574 4.221 1.868 0.01 0.02 0.02
H 0.138 1.295 -3.942 -0.10 -0.06 -0.04
H 0.728 1.727 -6.312 -0.08 -0.04 -0.05
H 3.093 1.725 -7.003 0.04 0.03 -0.08
H 4.879 1.399 -5.333 0.06 0.02 -0.01
H 4.297 1.075 -2.952 0.13 0.03 0.06
H 3.002 3.128 3.700 0.04 0.19 -0.03
H 2.064 2.379 5.860 0.04 0.05 0.06
H 0.413 0.499 5.860 -0.04 -0.07 0.10
H -0.135 -0.586 3.697 -0.10 -0.15 0.06
C -2.513 -3.831 -1.172 0.51 0.30 0.80
Si -1.609 -3.334 0.434 -0.49 -1.31 0.03
C -2.526 -3.919 2.007 0.51 0.33 -0.82
C 0.185 -3.976 0.432 -0.72 0.31 -0.02
N -1.460 -1.554 0.502 0.15 0.78 0.05
C -2.497 -0.724 0.474 0.21 -0.04 -0.04
C -3.857 -1.150 0.438 -0.51 0.10 -0.05
C -4.903 -0.267 0.388 0.02 -0.37 0.02
C -4.676 1.110 0.374 0.21 -0.09 -0.01
C -3.369 1.587 0.414 0.44 0.00 0.02
C -2.327 0.695 0.464 -0.33 0.55 0.02
F -1.064 1.180 0.511 0.06 -0.25 -0.03
H -2.411 -4.901 -1.329 0.06 -0.18 0.01
H -2.091 -3.326 -2.036 0.10 0.08 -0.13
H -3.575 -3.609 -1.138 -0.13 0.03 0.02
H -2.491 -5.002 2.067 0.05 -0.23 -0.03
H -3.571 -3.630 2.008 -0.17 0.05 -0.01
H -2.069 -3.526 2.910 0.12 0.08 0.16
H 0.180 -5.060 0.346 -0.11 -0.18 -0.02
H 0.722 -3.755 1.353 0.09 0.03 0.14
H 0.756 -3.614 -0.421 0.12 0.02 -0.15
H -4.062 -2.205 0.445 -0.04 -0.16 0.01
H -5.915 -0.642 0.359 -0.06 -0.04 0.00
H -5.505 1.799 0.330 -0.05 0.09 0.00
H -3.172 2.649 0.405 0.11 0.05 0.00

Record 2
80
Properties=species:S:1:pos:R:3:forces:R:3 method="wB97M-V/def2-TZVPD" e_lumo_ev=1.595 gap_ev=5.22 total_charge=-1
C 1.733 -0.709 -0.691 0.40 0.30 0.50
C 0.351 -0.124 -0.992 -0.21 -0.37 -1.21
C -0.546 -1.320 -1.358 0.32 -0.57 0.84
C -0.997 -2.057 -0.100 -1.07 -0.26 -0.21
C -1.730 -1.111 0.871 0.03 0.07 -0.25
C -1.475 0.398 0.611 -0.93 -0.62 -0.92
N -0.089 0.565 0.196 -0.19 -0.64 1.86
O 0.350 1.877 0.280 0.17 0.90 -0.42
C -1.808 1.116 1.913 0.99 0.38 -0.02
C -2.481 0.922 -0.440 -0.38 0.71 -0.05
C 0.416 0.812 -2.198 0.58 0.33 -0.77
H 2.402 0.071 -0.321 -0.13 0.12 -0.04
H 2.230 -1.186 -1.545 -0.26 -0.07 -0.06
H 1.619 -1.414 0.135 0.17 -0.20 -0.14
H 0.045 -2.024 -1.948 -0.06 0.14 -0.24
H -1.429 -1.072 -1.937 0.08 0.24 -0.15
H -0.192 -2.642 0.351 0.21 0.39 0.17
H -1.743 -2.802 -0.414 0.24 -0.13 -0.04
H -1.521 -1.344 1.917 0.10 0.05 0.00
H -2.807 -1.282 0.770 -0.02 0.15 0.07
H -1.551 2.176 1.840 -0.07 -0.02 -0.03
H -1.194 0.686 2.708 -0.26 0.12 0.24
H -2.871 1.019 2.139 -0.01 -0.26 0.01
H -2.208 1.953 -0.681 -0.02 -0.07 0.11
H -3.499 0.951 -0.031 0.06 -0.05 -0.02
H -2.546 0.408 -1.395 0.17 -0.25 0.12
H 1.393 1.305 -2.200 -0.24 0.33 -0.03
H -0.369 1.564 -2.213 0.06 0.00 0.32
H 0.321 0.320 -3.175 0.04 -0.46 0.30
O -3.495 2.589 4.393 -0.35 -0.07 -0.03
H -3.684 2.393 3.468 0.20 0.04 -0.01
H -4.075 3.323 4.620 0.08 0.01 0.05
O 5.005 -0.583 1.399 -0.21 -0.12 -0.08
H 5.261 -0.442 0.485 0.07 0.21 0.05
H 4.294 0.058 1.555 0.01 -0.09 0.06
O 0.663 -1.723 3.367 -0.04 -0.45 -0.08
H 0.538 -2.447 3.988 0.01 0.08 0.05
H 0.010 -1.859 2.671 0.14 0.10 0.01
O 3.817 -3.635 0.587 0.04 -0.02 -0.13
H 4.058 -2.700 0.530 -0.06 0.00 0.26
H 4.178 -4.038 -0.209 -0.02 0.05 0.00
O -4.677 -2.167 -1.047 -0.04 -0.10 -0.01
H -5.567 -2.183 -0.683 0.02 0.02 -0.01
H -4.097 -2.307 -0.291 0.01 0.04 -0.04
O 4.501 0.870 -1.804 0.18 -0.28 -0.16
H 4.958 0.051 -1.590 -0.01 -0.02 -0.10
H 4.601 0.969 -2.757 0.05 0.21 0.05
O 0.440 4.061 2.223 -0.11 0.07 -0.12
H 1.123 4.731 2.139 0.03 -0.04 0.05
H 0.596 3.452 1.479 -0.16 -0.34 0.12
O -0.703 4.017 -1.340 0.09 -0.11 -0.50
H -1.587 3.825 -1.016 0.04 0.10 0.16
H -0.161 3.287 -0.965 -0.13 -0.14 0.42
O 3.323 -1.406 -4.426 0.24 0.04 0.18
H 3.739 -0.934 -5.155 -0.09 -0.03 -0.03
H 3.419 -0.830 -3.659 -0.14 -0.01 0.04
O -0.718 3.347 4.979 -0.20 0.03 -0.09
H -0.484 3.417 4.039 0.33 0.06 0.10
H -1.610 2.981 4.963 0.13 0.12 -0.07
O 0.552 -1.405 -5.407 -0.15 0.00 -0.14
H 1.065 -1.922 -4.777 0.04 0.00 -0.04
H 0.829 -0.501 -5.235 -0.02 0.00 0.04
O 1.391 0.975 3.131 0.05 -0.19 -0.07
H 0.733 1.180 2.449 0.46 0.20 -0.23
H 1.353 0.009 3.197 -0.05 0.28 0.11
O -2.575 -0.079 5.493 -0.09 0.03 0.03
H -3.096 -0.487 4.796 0.03 0.03 -0.02
H -2.630 0.869 5.301 0.02 -0.15 0.01
O 2.867 2.874 -0.440 -0.15 -0.04 0.01
H 2.004 2.444 -0.220 0.06 -0.04 0.13
H 3.454 2.148 -0.677 -0.11 0.11 -0.02
O -1.170 -4.427 -3.206 0.17 -0.07 0.05
H -0.812 -4.663 -2.332 -0.30 0.09 -0.18
H -2.074 -4.147 -3.032 0.04 0.05 0.00
O -0.558 -5.293 -0.585 0.16 -0.22 0.18
H 0.277 -5.774 -0.570 -0.03 0.02 0.03
H -0.518 -4.701 0.174 0.02 0.09 -0.11
O -1.904 3.155 -4.050 0.03 -0.12 -0.05
H -1.333 3.181 -3.266 -0.03 0.29 0.11
H -1.325 3.390 -4.779 0.01 0.00 0.04

Record 3
82
Properties=species:S:1:pos:R:3:forces:R:3 method="wB97M-V/def2-TZVPD" e_lumo_ev=-3.373 gap_ev=7.42 total_charge=+1
C -0.484 3.658 0.428 -0.09 0.35 -1.22
C -1.978 3.642 -0.093 0.35 0.53 0.74
C -2.953 2.757 0.759 -0.55 1.16 -1.00
N -2.878 1.300 0.477 0.47 -0.06 1.43
C -1.692 0.676 1.024 1.39 -0.84 0.55
C -1.308 0.916 2.391 -0.05 -0.49 -1.89
N -0.182 0.345 2.922 -0.25 -0.18 -0.75
C 0.674 -0.508 2.255 -0.62 -0.08 -1.49
C 1.906 -1.010 3.058 0.30 -0.34 -0.18
C 1.958 -2.573 3.269 0.39 0.15 0.31
C 3.259 -0.408 2.463 -0.59 1.19 1.41
C 3.291 1.120 2.943 -0.59 -0.27 -0.13
C 0.354 -0.816 0.859 -1.49 1.00 0.40
P 1.553 -1.960 -0.060 0.84 -0.32 0.45
C 2.339 -0.849 -1.393 -0.65 0.43 0.67
C 0.640 -3.390 -0.855 -0.88 -0.41 -0.70
C 0.064 -4.440 0.176 0.44 0.25 -0.29
C -0.865 -0.235 0.209 1.45 -0.05 1.88
C -1.158 -0.635 -1.253 -0.42 0.54 0.03
C -1.743 0.512 -2.172 -0.12 -1.03 -1.56
C -0.874 0.731 -3.497 -0.51 1.26 1.03
N -0.019 1.931 -3.230 -0.06 -0.72 -0.18
H -0.398 3.739 1.539 -0.17 -0.30 -0.88
H -0.019 4.592 0.006 -0.29 -0.96 0.48
H 0.120 2.805 0.006 -0.62 0.65 0.68
H -2.345 4.703 0.013 0.21 -1.07 -0.04
H -2.008 3.432 -1.194 -0.03 -0.07 1.05
H -2.826 3.043 1.838 -0.01 -0.33 -0.70
H -3.998 3.076 0.480 0.95 -0.47 0.33
H -3.662 0.877 0.987 0.11 0.02 -0.50
H -1.904 1.599 3.038 0.71 -0.79 -0.53
H 0.043 0.587 3.891 -0.01 -0.24 -0.46
H 1.834 -0.569 4.096 -0.07 -0.36 -0.99
H 2.958 -2.787 3.740 -1.02 0.15 -0.32
H 1.925 -3.163 2.327 -0.07 0.65 0.72
H 1.158 -2.915 3.975 0.62 0.28 -0.66
H 3.332 -0.501 1.357 0.02 -0.10 0.95
H 4.119 -0.892 2.997 -0.84 0.07 -0.92
H 2.243 1.467 3.183 0.96 -0.23 -0.38
H 3.851 1.207 3.912 -0.31 0.05 -1.12
H 3.671 1.816 2.158 0.01 -0.55 0.79
H 3.343 -0.525 -1.006 -0.88 -0.54 -0.50
H 2.424 -1.378 -2.371 -0.08 0.53 0.73
H 1.709 0.076 -1.438 0.56 -0.71 -0.47
H -0.176 -3.106 -1.564 0.71 -0.20 0.47
H 1.406 -3.940 -1.474 -0.49 0.81 0.64
H -0.966 -4.196 0.534 0.87 0.01 -0.22
H 0.769 -4.485 1.047 -0.78 -0.33 -0.69
H 0.004 -5.429 -0.355 0.12 0.88 0.73
H -1.882 -1.500 -1.222 0.61 0.85 0.09
H -0.253 -1.038 -1.784 -0.70 0.43 0.99
H -1.815 1.509 -1.694 -0.08 -1.04 -0.28
H -2.743 0.148 -2.540 0.70 0.64 0.68
H -0.284 -0.176 -3.780 -0.55 0.66 0.07
H -1.571 1.044 -4.321 0.74 -0.71 0.77
H -0.069 2.603 -3.992 0.42 -0.33 0.19
H 0.939 1.669 -3.007 -0.22 0.33 -0.38
C 7.151 0.774 3.372 -0.04 0.13 -0.04
Cl 6.613 0.247 1.771 0.10 0.00 0.07
Cl 6.937 2.517 3.558 0.03 -0.12 -0.01
Cl 6.285 -0.099 4.645 0.13 -0.03 0.01
H 8.208 0.547 3.466 -0.12 0.00 -0.01
C -6.212 -1.019 1.723 -0.14 -0.05 -0.23
Cl -7.293 -0.800 0.348 0.11 -0.02 0.16
Cl -4.763 -1.914 1.242 0.01 0.02 0.06
Cl -5.767 0.545 2.422 -0.02 0.00 0.08
H -6.734 -1.595 2.481 0.09 0.08 -0.05
C -2.062 -1.157 -6.621 0.04 0.08 0.12
Cl -2.168 -2.221 -5.213 -0.15 0.16 -0.01
Cl -3.040 0.293 -6.374 -0.09 -0.10 -0.19
Cl -0.379 -0.725 -6.947 -0.07 -0.06 -0.02
H -2.450 -1.690 -7.483 0.03 0.05 0.11
C -0.670 -6.334 -5.356 -0.04 0.07 0.00
Cl -2.322 -6.390 -4.729 0.08 -0.01 -0.04
Cl -0.394 -4.833 -6.245 0.15 -0.27 -0.03
Cl 0.500 -6.502 -4.041 -0.02 -0.02 -0.06
H -0.537 -7.166 -6.040 -0.01 0.08 0.09
C -0.005 6.615 2.874 0.08 0.18 -0.03
Cl -1.095 6.846 1.500 0.01 0.04 0.15
Cl 1.420 5.683 2.390 0.03 0.09 0.15
Cl 0.475 8.171 3.554 -0.06 -0.15 -0.02
H -0.534 6.057 3.640 0.05 0.06 -0.09

The records above give, respectively, relative energy (zero: lowest compared OMol25 entry of this formula, charge and spin) values of 11.79; 36.08; 0.00 kcal per mole.
The records above give, respectively, largest force on an atom values of 2.5; 2.0; 2.4 eV/A.